(1)
ORCA calculation (ωB97M-V with the def2-TZVPD basis set) on a molecular structure, C30H34N2OS5SbSe4V at a distorted geometry.

Its highest occupied orbital energy (alpha / beta) is -3.65 / -2.56 eV. As for the multiplicity: 2. As for the orbital gap (alpha / beta): 5.24 / 4.14 eV. Its charge is -1.

Each line ends with the Löwdin spin population.
Geometry (Å):
1 V 1.38390 0.13351 -0.22277  1.10
2 C -1.46650 -0.83329 3.32327  0.00
3 C -2.21871 0.14975 2.41405  0.00
4 S -1.32773 0.77126 0.93729  0.01
5 C -1.56077 2.55796 1.22518  0.00
6 C -0.95139 3.16740 2.48948  0.00
7 S 0.80880 2.80788 2.69430  0.00
8 C 0.81300 2.28298 4.43715  0.00
9 C -0.03901 1.05548 4.79626  0.00
10 S 0.24500 -0.38022 3.70705  0.00
11 H -1.40546 -1.81597 2.86025  0.00
12 H -2.00664 -0.92404 4.26775  0.00
13 H -2.49646 1.02470 2.99900  0.00
14 H -3.12783 -0.30931 2.02622  0.00
15 H -2.63425 2.75021 1.22877  0.00
16 H -1.13879 3.02109 0.33341  0.00
17 H -1.46430 2.79398 3.37395  0.00
18 H -1.09535 4.24872 2.45310  0.00
19 H 0.49060 3.13366 5.04075  0.00
20 H 1.86436 2.09246 4.64526  0.00
21 H -1.09999 1.30104 4.75558  0.00
22 H 0.19098 0.74837 5.81714  0.00
23 Se 6.32651 -1.90006 -0.41914  -0.05
24 Sb 4.85077 -0.00314 -0.57218  -0.04
25 Se 3.03825 0.07606 1.27527  -0.02
26 Se 2.68538 -0.51340 -2.01707  0.03
27 Se 5.84015 2.10908 -1.19906  -0.02
28 S 1.22661 4.86616 -4.34034  0.00
29 C 1.20450 3.73501 -2.97183  0.00
30 C 0.17855 2.79659 -2.80167  -0.01
31 C 0.25429 1.93064 -1.74136  0.01
32 N 1.27799 1.91689 -0.86403  0.00
33 C 2.24606 2.83023 -1.02252  0.00
34 C 2.24592 3.74249 -2.06382  -0.01
35 C -0.47613 5.39677 -4.31483  0.00
36 C -0.91164 6.30556 -3.36069  0.00
37 C -2.24877 6.67344 -3.35948  0.00
38 N -3.14613 6.20139 -4.22648  0.00
39 C -2.71002 5.34080 -5.14493  0.00
40 C -1.39159 4.91353 -5.23601  0.00
41 H -0.65688 2.74297 -3.48356  0.00
42 H -0.53263 1.19509 -1.59046  0.00
43 H 3.04925 2.80598 -0.30319  0.00
44 H 3.08018 4.42359 -2.16642  0.00
45 H -0.21921 6.71203 -2.63470  0.00
46 H -2.62226 7.38343 -2.62856  0.00
47 H -3.45617 4.96900 -5.83965  0.00
48 H -1.08358 4.21926 -6.00704  0.00
49 O 0.24399 -2.23794 1.18087  0.01
50 S 1.20224 -2.09914 0.03547  0.00
51 C 2.61121 -3.24242 0.35063  0.00
52 C 2.12105 -4.56154 0.86125  0.00
53 C 1.54880 -4.66319 2.13081  0.00
54 C 1.03721 -5.87362 2.57726  0.00
55 C 1.11759 -7.00798 1.77708  0.00
56 C 1.71739 -6.92388 0.52860  0.00
57 C 2.20765 -5.70748 0.07305  0.00
58 C 0.40085 -3.06282 -1.37467  -0.01
59 C -1.08211 -3.03173 -1.19178  0.00
60 C -1.83857 -2.01210 -1.76025  0.00
61 C -3.18353 -1.86188 -1.44435  0.00
62 C -3.78565 -2.73289 -0.54735  0.00
63 C -3.04560 -3.77344 0.00516  0.00
64 C -1.70441 -3.91937 -0.31273  0.00
65 H 3.22423 -2.71458 1.07409  0.00
66 H 3.15298 -3.30471 -0.59023  0.00
67 H 1.49866 -3.78832 2.76516  0.00
68 H 0.57999 -5.93332 3.55723  0.00
69 H 0.72448 -7.95320 2.13077  0.00
70 H 1.81106 -7.80946 -0.08896  0.00
71 H 2.67203 -5.64473 -0.90524  0.00
72 H 0.80875 -4.07015 -1.33847  0.00
73 H 0.72797 -2.55302 -2.27542  0.00
74 H -1.36733 -1.32936 -2.46030  0.00
75 H -3.75488 -1.05559 -1.88613  0.00
76 H -4.82719 -2.60096 -0.27570  0.00
77 H -3.51184 -4.45967 0.70271  0.00
78 H -1.11986 -4.71855 0.13266  0.00

Atoms 1-2, force components in eV/Å:
-2.067 -0.561 1.393
0.178 0.201 -0.202

***

(2)
ORCA calculation (ωB97M-V with the def2-TZVPD basis set) on a molecular structure, C30H34N3O7PSe4Zr at a distorted geometry.

Its highest occupied orbital energy is -1.89 eV. As for the multiplicity: 1. As for the orbital gap: 5.42 eV. Its charge is -2.

Each line ends with the Mulliken charge.
Geometry (Å):
1 Zr -0.24451 -1.45863 -0.27060  -0.37
2 O -1.63478 0.66532 -4.17760  -0.79
3 C -2.92068 0.69356 -3.75487  0.48
4 C -3.80544 1.52140 -4.44113  -0.70
5 C -5.13932 1.56595 -4.08689  -0.31
6 C -5.61297 0.77681 -3.04433  -0.82
7 C -4.73692 -0.03412 -2.35066  -0.63
8 C -3.38322 -0.08516 -2.68254  0.33
9 C -2.46807 -0.96017 -1.91994  1.59
10 O -1.16256 -0.90676 -2.12543  -1.10
11 N -3.02247 -1.81667 -1.10356  -1.15
12 N -2.04594 -2.58768 -0.52535  1.25
13 C -2.27292 -3.74741 -0.02535  -0.46
14 C -1.15490 -4.64949 0.14355  0.59
15 C -1.33434 -5.88766 0.77179  -0.79
16 C -0.31982 -6.81399 0.82428  -0.63
17 C 0.90563 -6.51730 0.22525  -0.40
18 C 1.10243 -5.31569 -0.42016  -0.45
19 C 0.09388 -4.34744 -0.46943  1.19
20 O 0.31606 -3.19035 -1.08390  -0.85
21 H -1.14837 0.08963 -3.55451  0.31
22 H -3.41503 2.13162 -5.24578  0.42
23 H -5.81211 2.23042 -4.61546  0.38
24 H -6.65974 0.80399 -2.77046  0.38
25 H -5.07765 -0.64095 -1.52480  0.47
26 H -3.29201 -4.10208 0.12212  0.40
27 H -2.29443 -6.08547 1.23543  0.37
28 H -0.46671 -7.75548 1.33748  0.36
29 H 1.72308 -7.22491 0.27912  0.38
30 H 2.06307 -5.06907 -0.85212  0.39
31 Se 1.81724 -2.48889 1.27239  -0.21
32 Se 3.37559 -3.84454 2.22530  -0.63
33 Se -0.21830 -2.10687 4.43509  -0.60
34 Se -0.40009 -2.37510 2.19940  0.11
35 O -1.99418 5.27404 5.15674  -0.74
36 C -2.46634 4.81329 4.09865  0.48
37 O -3.40475 5.22075 3.38890  -0.73
38 C -1.75653 3.52959 3.57422  -0.11
39 C -0.73108 2.93370 4.29153  -0.96
40 C -0.09518 1.81082 3.77840  -0.03
41 N -0.41422 1.25768 2.61213  0.14
42 C -1.43375 1.80639 1.94435  0.93
43 C -2.12133 2.93205 2.37387  -1.02
44 C -1.82299 1.12483 0.65843  -0.17
45 O -2.49418 1.67004 -0.19192  -0.64
46 O -1.37780 -0.11255 0.52075  0.14
47 H -0.43738 3.36111 5.24103  0.45
48 H 0.70284 1.31902 4.32590  0.42
49 H -2.93086 3.34644 1.78903  0.65
50 C 4.04980 1.10816 -1.69701  -1.72
51 C 3.24035 0.04035 -0.95396  0.88
52 C 2.79294 -1.00461 -1.98111  -1.38
53 P 1.80476 0.58162 0.15392  0.97
54 C 1.07252 2.15122 -0.59124  1.88
55 C 1.74838 3.51408 -0.45094  -2.03
56 C 0.67162 1.91352 -2.04837  -1.15
57 C 2.68543 1.23754 1.68266  1.03
58 C 3.00011 0.16126 2.71996  -1.64
59 C 3.96625 2.04180 1.45088  -2.03
60 H 4.94042 0.64174 -2.12985  0.47
61 H 4.37927 1.91984 -1.05876  0.29
62 H 3.47459 1.53154 -2.51883  0.27
63 H 3.90129 -0.46707 -0.24168  0.68
64 H 2.25442 -0.53906 -2.81083  0.26
65 H 2.16573 -1.78677 -1.55205  0.39
66 H 3.66428 -1.51789 -2.39702  0.49
67 H 0.14952 2.22826 -0.01496  -0.74
68 H 2.68709 3.57233 -1.00377  0.31
69 H 1.92003 3.77515 0.59241  0.40
70 H 1.07274 4.26773 -0.86515  0.47
71 H 1.51021 2.07992 -2.72459  0.23
72 H -0.13435 2.59013 -2.33768  0.47
73 H 0.30650 0.89954 -2.19954  -0.31
74 H 1.92819 1.89464 2.11621  0.12
75 H 3.65947 -0.61369 2.32576  0.33
76 H 2.10524 -0.33074 3.09755  0.02
77 H 3.50931 0.62438 3.57177  0.56
78 H 4.79813 1.38284 1.19311  0.34
79 H 4.22110 2.53666 2.39131  0.51
80 H 3.87875 2.81154 0.69344  0.32

Atoms 1-2, force components in eV/Å:
2.383 0.957 -0.127
-0.074 0.044 -0.008

***

(3)
ORCA calculation (ωB97M-V with the def2-TZVPD basis set) on 2 unconnected molecules or ions with the total composition C30H34N4O3S at a distorted geometry.

Its highest occupied orbital energy is -6.10 eV. As for the multiplicity: 1. As for the orbital gap: 3.64 eV. Its charge is 0.

Each line ends with the Mulliken charge.
Geometry (Å):
1 C 3.01006 4.82444 0.45609  -1.03
2 N 2.72206 3.41013 0.29063  0.30
3 C 3.70941 2.50948 -0.04337  0.18
4 O 4.87540 2.76765 -0.25025  -0.67
5 C 3.06061 1.13606 -0.08582  0.24
6 C 3.61485 0.22046 1.00789  -1.23
7 C 5.08206 -0.06294 0.88615  0.39
8 C 5.54522 -1.08983 0.07859  -0.25
9 C 6.89885 -1.30940 -0.07678  -0.72
10 C 7.80732 -0.49901 0.57156  -0.43
11 C 7.36310 0.52594 1.37937  -0.77
12 C 6.00954 0.73787 1.53479  -0.17
13 N 1.59221 1.36520 0.08261  0.44
14 C 0.62038 0.39831 -0.03781  0.19
15 C -0.71586 0.66849 0.10525  0.44
16 C -1.74832 -0.24806 0.01243  -0.61
17 C -3.11322 0.09179 0.18131  0.86
18 C -4.09779 -0.91328 0.12835  -0.99
19 C -5.42229 -0.60956 0.29095  -0.07
20 C -5.83857 0.71093 0.51363  -0.33
21 N -7.23008 1.02412 0.67193  0.27
22 C -7.85308 1.04300 1.99676  -1.00
23 C -8.04627 1.42933 -0.47428  -0.99
24 C -4.86533 1.71682 0.57247  -0.22
25 C -3.54146 1.41723 0.41158  -0.84
26 C 1.35154 2.83241 0.33031  0.18
27 C 0.74632 3.07146 1.71059  -1.55
28 C 0.55079 3.45320 -0.81243  -1.57
29 H 4.08463 4.98910 0.41764  0.39
30 H 2.54007 5.40781 -0.33342  0.32
31 H 2.63876 5.17017 1.41887  0.33
32 H 3.22941 0.69741 -1.07773  0.38
33 H 3.41389 0.67413 1.98265  0.47
34 H 3.05943 -0.72001 1.00669  0.63
35 H 4.83602 -1.72021 -0.42844  0.48
36 H 7.24880 -2.11044 -0.70844  0.39
37 H 8.86418 -0.65278 0.43162  0.38
38 H 8.07115 1.16812 1.87921  0.38
39 H 5.65880 1.55212 2.14420  0.35
40 H 0.92788 -0.60805 -0.25386  0.71
41 H -0.98744 1.67846 0.32654  -0.81
42 H -1.49697 -1.27662 -0.17205  0.30
43 H -3.78695 -1.93058 -0.03625  0.51
44 H -6.16559 -1.38575 0.25111  0.49
45 H -7.11792 0.76891 2.75263  0.29
46 H -8.23315 2.03708 2.22518  0.32
47 H -8.67729 0.33324 2.03962  0.32
48 H -7.44191 1.41288 -1.38051  0.29
49 H -8.88477 0.74752 -0.60396  0.32
50 H -8.43195 2.43700 -0.33132  0.32
51 H -5.17145 2.73252 0.74648  0.45
52 H -2.81708 2.20743 0.45563  0.35
53 H 1.42060 2.68779 2.47616  0.34
54 H 0.59022 4.13507 1.88780  0.48
55 H -0.21233 2.57490 1.83582  0.39
56 H 1.10070 3.32836 -1.74523  0.38
57 H -0.42752 2.99888 -0.94168  0.39
58 H 0.39891 4.51810 -0.64445  0.46
59 S -0.91168 -3.75878 1.10916  -0.40
60 C -0.48635 -4.50901 -0.31541  0.10
61 C 0.85853 -4.61742 -0.69223  -0.66
62 C 1.19050 -5.21891 -1.87887  -0.29
63 C 0.20262 -5.72133 -2.71054  -0.12
64 N 0.56339 -6.32113 -3.98581  0.96
65 O -0.33908 -6.77748 -4.69913  -0.63
66 O 1.75762 -6.34521 -4.30859  -0.63
67 C -1.12860 -5.63458 -2.33633  -0.35
68 C -1.47747 -5.03576 -1.15301  -0.62
69 H 1.62295 -4.22355 -0.04096  0.48
70 H 2.21680 -5.30841 -2.19136  0.45
71 H -1.87629 -6.04152 -2.99586  0.45
72 H -2.51156 -4.96169 -0.85413  0.39

Atoms 1-2, force components in eV/Å:
-0.429 -0.096 0.029
0.316 -1.146 -0.108

***

no.,DFT total energy (eV)
1,-384477.9020
2,-322425.2807
3,-54595.0441